Entry from OMol25: C15H33N5O5ReS as an isolated structure (ωB97M-V/def2-TZVPD).

Calculated total energy, eV: -46701.288
Charge: +4
LUMO level (alpha / beta), eV: -11.2 / -15.7
Spin multiplicity: 4

Cartesian coordinates (Å):
H (-0.72, 2.25, 1.12)
O (-0.09, 0.39, -3.07)
H (-3.55, 1.25, -0.30)
H (-0.92, 1.79, -4.38)
H (0.52, -0.38, -4.91)
H (0.50, -2.27, 1.69)
H (-0.84, -1.22, -4.14)
C (-1.30, -2.66, -0.88)
H (-1.35, 1.85, 4.63)
C (-1.62, 2.10, -2.38)
H (-1.48, -0.80, 4.64)
H (-2.02, 0.53, -3.80)
H (-0.18, 0.55, 6.27)
H (4.94, 2.45, -1.70)
C (1.11, -1.70, -3.35)
H (-0.17, -2.99, 3.19)
H (-0.96, -2.86, 0.14)
S (1.40, 2.35, -1.02)
N (3.97, 2.70, -1.56)
C (-0.40, 2.53, 2.11)
H (-0.78, -3.19, -2.90)
H (-3.48, -1.34, -0.34)
H (-2.23, -3.19, -1.05)
H (1.27, 0.42, 5.28)
H (2.10, -1.25, -3.29)
C (-2.92, 0.62, -0.92)
H (-0.91, 2.91, -2.21)
O (0.38, 0.05, 1.18)
H (-3.41, 0.47, -1.89)
H (0.18, -4.01, -1.65)
C (-1.22, 1.21, -3.51)
C (0.49, -2.23, 2.77)
H (-1.15, 3.18, 2.59)
C (0.18, 0.45, 5.24)
C (0.13, -0.75, -3.97)
O (-1.64, 1.29, -1.16)
C (0.08, 0.17, 2.39)
H (-2.60, 2.54, -2.55)
H (2.51, -1.26, -1.24)
C (-2.60, -0.69, -0.29)
C (3.04, 1.83, -1.27)
O (-1.51, -1.24, -1.05)
N (2.37, -0.39, -0.74)
C (-0.30, 1.62, 4.42)
C (-0.30, -3.07, -1.93)
H (4.30, 0.20, -1.25)
H (1.19, -2.59, -3.96)
N (0.06, -0.92, 3.23)
H (0.26, 2.53, 4.60)
H (2.52, -0.58, 0.25)
H (0.54, 3.09, 2.06)
H (-2.31, -0.59, 0.76)
H (-0.06, -1.72, 5.16)
O (0.70, -2.03, -2.00)
H (1.50, -2.41, 3.17)
C (-0.38, -0.82, 4.64)
N (3.35, 0.53, -1.17)
H (3.74, 3.68, -1.68)
N (-0.22, 1.36, 2.96)
Re (0.25, 0.28, -0.98)

Atom charges from the Löwdin analysis, given in e for atoms 1 to 4: 0.06 -0.31 0.16 0.17

Entry from OMol25: C15H33O6SeSiZr as an isolated structure (ωB97M-V/def2-TZVPD).

Relative energy (zero: lowest compared OMol25 entry of this formula, charge and spin), eV: 0.000
Calculated total energy, eV: -102856.555
Charge: +3
LUMO level, eV: -9.3

Cartesian coordinates (Å):
H (1.94, -2.73, 2.78)
H (2.93, -1.66, 1.78)
C (1.87, 2.28, -1.38)
H (-0.70, -3.67, -4.41)
H (-2.97, 2.27, 2.10)
C (-0.11, -2.64, 1.27)
C (1.75, -0.65, 3.31)
H (2.62, -0.50, 3.95)
C (-1.44, -2.01, 1.75)
C (2.68, 1.00, -1.18)
H (2.08, 2.48, 2.20)
H (3.16, 1.60, 3.28)
H (-0.54, 3.94, 1.44)
C (-1.49, -0.46, -4.69)
H (-3.36, -2.80, -1.96)
H (2.47, 3.19, -1.29)
H (-0.46, -0.17, -4.91)
C (1.98, -1.75, 2.30)
O (0.86, 2.32, -0.33)
Zr (0.31, 0.39, 0.64)
O (-1.07, 1.94, 1.27)
H (-3.89, -1.19, -2.51)
C (-0.47, -3.14, -3.48)
H (-0.60, -3.86, -2.67)
O (2.49, 0.53, 0.18)
H (0.08, 4.18, -0.90)
H (-2.07, 0.44, -4.49)
H (4.12, 0.31, 1.43)
C (-2.50, 0.17, 1.95)
Si (-1.62, -1.71, -3.35)
C (-0.27, 3.20, -0.59)
Se (-0.70, -0.42, -1.41)
H (-1.89, -0.91, -5.60)
H (1.37, 2.27, -2.35)
O (1.46, 0.59, 2.59)
H (-0.19, -2.99, 0.25)
C (-2.12, 1.60, 2.24)
H (-3.14, -0.23, 2.74)
H (0.18, -3.47, 1.91)
H (3.92, 1.94, 0.77)
H (-1.75, -2.40, 2.72)
H (3.74, 1.15, -1.37)
C (3.39, 1.08, 1.19)
H (-2.99, 0.07, 0.98)
H (0.58, -2.84, -3.53)
O (0.95, -1.65, 1.28)
H (-2.05, 3.64, 0.54)
C (2.55, 1.52, 2.38)
H (0.87, -0.83, 3.93)
C (-3.33, -2.08, -2.78)
H (-3.86, -2.54, -3.63)
H (-0.87, 2.75, -1.39)
H (-2.22, -2.18, 1.01)
H (2.31, 0.19, -1.81)
O (-1.25, -0.58, 1.90)
C (-1.03, 3.29, 0.71)
H (-1.70, 1.73, 3.24)

Atom charges from the Löwdin analysis, given in e for atoms 1 to 4: 0.16 0.14 -0.09 0.06

Entry from OMol25: C15H34BrNO6P as an isolated structure at a distorted geometry (ωB97M-V/def2-TZVPD).

Calculated total energy, eV: -109206.346
Charge: +1
LUMO level, eV: -3.2

Cartesian coordinates (Å):
H (-3.01, 0.74, -6.19)
C (1.63, 0.24, -1.19)
H (2.53, 3.32, 4.83)
H (4.31, -1.88, -1.95)
O (-0.15, -1.85, -4.67)
C (2.81, 1.17, -1.35)
H (1.19, -1.65, -2.05)
H (-0.81, -2.43, 2.17)
H (-3.42, 1.03, 1.24)
H (0.53, -0.37, -2.98)
H (-3.41, -0.36, 2.30)
C (1.39, -0.65, -2.41)
C (-3.09, -0.21, -5.67)
C (-1.58, 0.83, 2.33)
H (-1.00, 1.43, 1.63)
C (2.30, 2.48, 4.17)
H (1.74, 2.59, 6.60)
C (3.05, 1.23, 4.55)
H (0.11, 2.72, 7.25)
H (2.24, -0.72, -3.09)
H (-2.58, -3.02, -3.84)
H (0.77, 1.13, 6.86)
H (1.72, -0.31, -0.27)
H (4.13, 1.41, 4.52)
Br (3.35, 1.88, 0.40)
O (-1.85, -2.42, -0.47)
O (-1.11, 2.22, 5.05)
H (2.56, 2.78, 3.15)
H (2.79, 0.88, 5.55)
C (-2.28, -2.87, -4.88)
H (-0.92, 0.05, 2.72)
H (-3.17, -2.74, -5.49)
H (-1.76, -3.76, -5.22)
C (0.73, 2.17, 6.56)
O (0.88, 2.26, 4.09)
H (-3.76, 0.68, -3.83)
H (3.94, -1.28, -0.47)
O (-1.76, -0.48, -5.21)
O (-2.42, -0.53, 0.48)
C (-4.08, -0.09, -4.53)
C (-2.79, 0.23, 1.63)
H (-2.17, -3.52, 1.83)
H (-4.17, -1.02, -3.97)
C (-2.06, -1.83, 0.55)
H (2.82, 0.42, 3.85)
C (-1.87, -2.47, 1.91)
H (0.76, 0.88, -1.06)
P (4.28, 0.33, -1.97)
C (0.09, 2.25, 5.19)
H (2.61, 2.03, -1.96)
H (4.19, 0.13, -3.34)
H (-1.88, 1.46, 3.16)
H (-3.40, -0.95, -6.41)
H (5.36, 1.16, -1.72)
N (4.56, -1.16, -1.27)
H (-5.07, 0.17, -4.91)
C (-1.32, -1.71, -4.93)
H (-2.45, -2.02, 2.71)

Atom charges from the Löwdin analysis, given in e for atoms 1 to 4: 0.12 -0.33 0.12 0.08

Entry from OMol25: C15H34Cl3CuN3SSi2Te as an isolated structure (ωB97M-V/def2-TZVPD).

Relative energy (zero: lowest compared OMol25 entry of this formula, charge and spin), eV: 0.000
Calculated total energy, eV: -136663.964
Charge: +1
LUMO level, eV: -2.3

Cartesian coordinates (Å):
C (-3.63, 3.81, -0.92)
H (-5.54, -3.01, -1.26)
H (-2.29, 6.20, 1.91)
Te (-1.22, -1.53, -1.79)
C (-1.95, -4.86, -2.85)
H (-1.22, -4.25, -3.37)
C (-2.76, 5.46, 1.26)
H (-4.97, -2.50, 0.34)
C (-1.76, -3.00, -0.32)
H (-3.08, -6.81, -0.46)
H (-2.65, 5.79, 0.23)
C (-5.88, 0.20, -2.48)
H (-2.96, -5.76, 0.96)
N (-2.07, 4.18, 1.46)
H (-4.13, 3.80, 0.05)
H (0.11, -6.48, -1.05)
C (-1.54, 3.13, -1.99)
N (-2.21, 3.55, -0.77)
H (-4.08, -5.36, -0.35)
H (-3.11, 1.07, -0.47)
H (-3.65, 0.00, 0.83)
C (-3.09, -5.77, -0.13)
C (-3.97, 0.52, -0.07)
H (-1.94, 3.72, -2.82)
H (-2.75, -2.73, 0.04)
H (-2.50, 4.22, 3.49)
H (-3.81, 5.39, 1.52)
Cl (3.61, 0.82, -1.21)
C (-1.67, 3.94, 2.84)
C (-0.03, -5.53, -0.53)
H (-3.13, -0.56, -3.37)
H (-0.80, 4.54, 3.10)
H (-1.43, 2.89, 2.99)
H (-6.70, 0.62, -1.90)
H (-3.48, -2.22, -2.97)
C (3.49, 0.01, 0.37)
H (-4.73, 1.25, 0.22)
Cu (-0.66, 0.39, -0.26)
Cl (4.49, -1.46, 0.37)
Si (-4.64, -0.68, -1.38)
H (0.79, -4.87, -0.81)
C (-5.48, -2.16, -0.57)
N (0.98, -0.59, 0.67)
H (0.04, -5.72, 0.54)
H (-0.47, 3.29, -1.92)
Si (-1.71, -4.80, -0.98)
H (-6.50, -1.90, -0.29)
H (-5.43, 1.01, -3.06)
H (-1.06, -2.88, 0.50)
H (-6.32, -0.50, -3.19)
H (-4.07, 3.02, -1.53)
H (-2.95, -4.53, -3.15)
H (-1.71, 2.07, -2.20)
C (-1.60, 3.45, 0.44)
H (-3.81, 4.77, -1.41)
S (-0.24, 2.43, 0.67)
C (2.10, -0.35, 0.57)
C (-3.23, -1.25, -2.53)
Cl (3.99, 1.11, 1.66)
H (-1.83, -5.89, -3.21)

Atom charges from the Löwdin analysis, given in e for atoms 1 to 4: -0.05 0.03 0.10 1.31

Entry from OMol25: a 3-piece molecular cluster, C15H34F3IN2O11P2 overall at a distorted geometry (ωB97M-V/def2-TZVPD).

Calculated total energy, eV: -76443.280
LUMO level, eV: 0.4

Cartesian coordinates (Å):
H (4.84, -3.27, -4.89)
O (-1.09, 1.35, 3.28)
N (-3.82, -0.98, 2.34)
H (7.25, -2.32, -1.14)
H (-3.51, 0.57, 3.69)
H (-0.32, -3.74, 3.88)
C (-6.38, -1.95, 1.67)
H (-2.35, -0.70, 3.90)
H (2.94, 7.57, -3.75)
H (-0.81, 7.89, -1.28)
C (-3.20, -1.54, 1.19)
O (0.77, 4.29, -1.60)
F (-2.47, 2.97, 2.04)
H (6.49, -3.83, -1.71)
H (3.86, -4.75, -4.78)
I (-0.01, -2.03, -0.12)
H (1.98, -0.70, -4.25)
O (0.67, 6.62, -0.66)
H (5.52, -4.74, -4.15)
C (-2.90, -0.15, 3.13)
O (-3.23, -0.98, 0.18)
P (1.69, 5.53, -1.24)
H (7.76, -3.07, -2.67)
C (-0.58, 6.83, -1.32)
C (2.32, -1.23, -3.37)
C (0.20, 3.56, -0.51)
H (3.96, 6.87, -2.49)
H (-0.55, 6.50, -2.36)
H (-6.30, -2.78, 3.47)
H (0.86, 2.72, -0.25)
H (-1.53, -4.81, 1.28)
H (1.87, -2.23, -3.36)
C (4.62, -4.14, -4.28)
O (3.75, -1.33, -3.44)
C (-0.77, -4.56, 3.31)
O (4.05, -2.16, -1.02)
H (-0.17, -5.46, 3.46)
O (2.81, 5.26, -0.36)
H (-0.18, 1.32, 2.96)
C (-1.91, 0.69, 2.31)
H (-1.35, 6.28, -0.79)
C (-4.47, -1.98, 3.18)
H (0.06, 4.19, 0.37)
C (-2.58, 1.80, 1.45)
H (-7.47, -1.83, 1.68)
N (-5.94, -1.92, 3.08)
H (0.18, -4.41, 1.39)
F (-1.90, 1.92, 0.32)
H (2.63, 7.97, -2.06)
C (-0.80, -4.20, 1.81)
H (2.03, -0.68, -2.48)
H (-0.75, 3.18, -0.83)
O (2.06, 6.07, -2.68)
C (6.91, -2.88, -2.02)
H (-1.02, -2.15, 2.46)
F (-3.85, 1.63, 1.23)
H (-5.99, -1.11, 1.09)
O (4.11, -3.78, -2.99)
O (5.96, -2.10, -2.75)
O (-2.60, -2.79, 1.24)
H (-1.76, -4.81, 3.71)
C (-1.22, -2.74, 1.56)
H (-6.17, -2.91, 1.18)
H (-4.23, -1.78, 4.23)
H (-1.22, 0.10, 1.71)
C (2.95, 7.18, -2.74)
P (4.43, -2.32, -2.42)
H (-4.15, -3.01, 2.98)

Atom charges from the Löwdin analysis, given in e for atoms 1 to 4: 0.09 0.00 -0.01 0.09

Entry from OMol25: C15H34GeNSi3Tl as an isolated structure (ωB97M-V/def2-TZVPD).

Calculated total energy, eV: -102413.495
Charge: +3
LUMO level (alpha / beta), eV: -11.2 / -12.0
Spin multiplicity: 2

Cartesian coordinates (Å):
C (3.40, -0.48, 2.62)
N (0.07, 0.05, -2.67)
C (1.77, -3.08, 2.88)
H (-4.57, -0.58, 3.12)
C (0.63, -0.98, -3.33)
C (-1.49, 3.18, 2.67)
H (-0.91, 1.90, -5.28)
H (0.62, -0.89, -7.35)
C (-2.12, -2.86, 2.84)
C (0.14, 0.00, -6.95)
C (-2.26, -1.36, 5.61)
H (-1.43, 2.92, 1.61)
C (1.58, 3.10, 2.79)
H (1.06, -1.78, -2.74)
H (0.99, -3.62, 3.41)
H (-2.00, -2.68, 1.77)
H (-1.42, -1.96, 5.96)
H (-2.21, -0.36, 6.06)
H (-0.92, 1.87, -2.83)
H (-3.17, -1.83, 5.99)
H (2.55, -0.37, 5.82)
H (-1.52, 4.28, 2.73)
C (-3.57, -0.13, 3.01)
H (1.13, -1.88, -5.19)
Si (2.18, -1.45, 3.62)
H (1.65, 4.19, 2.83)
Si (-2.40, -1.32, 3.79)
H (-3.03, -3.46, 2.97)
H (-0.88, 0.05, -7.35)
H (2.67, -3.70, 2.92)
H (3.57, 0.53, 2.99)
H (-0.98, 2.40, 5.88)
C (0.11, 0.01, -5.46)
Tl (0.06, 0.12, -0.36)
H (2.47, 2.71, 3.29)
Ge (0.14, 0.08, 3.45)
C (-0.47, 1.07, -4.75)
H (0.79, 2.32, 5.94)
H (-1.29, -3.46, 3.21)
H (4.36, -1.02, 2.69)
C (-0.47, 1.05, -3.38)
H (-3.39, 0.00, 1.95)
H (-0.01, 3.86, 5.70)
H (3.30, -1.96, 5.72)
H (-3.59, 0.84, 3.50)
H (1.49, -3.00, 1.82)
C (2.40, -1.38, 5.45)
H (-2.43, 2.81, 3.07)
H (3.14, -0.44, 1.56)
H (1.56, -1.83, 5.99)
H (0.66, 0.88, -7.33)
H (1.62, 2.82, 1.74)
C (-0.06, 2.80, 5.45)
C (0.67, -1.03, -4.71)
Si (0.00, 2.61, 3.61)

Atom charges from the Löwdin analysis, given in e for atoms 1 to 4: -0.20 -0.19 -0.20 0.08

Entry from OMol25: a 10-piece molecular cluster, C15H35Cl10N5O10 overall (ωB97M-V/def2-TZVPD).

Relative energy (zero: lowest compared OMol25 entry of this formula, charge and spin), eV: 0.000
Calculated total energy, eV: -169260.009
LUMO level, eV: -0.3

Cartesian coordinates (Å):
H (-12.98, -7.85, -6.88)
H (-10.81, -3.85, -0.54)
Cl (-10.21, -2.44, -2.30)
C (-12.69, -7.52, -5.89)
H (-16.04, -8.34, -1.52)
N (-17.17, -5.20, -2.09)
N (-16.61, -3.18, -6.59)
Cl (-20.50, 0.70, -0.63)
H (-14.60, -8.17, -5.10)
H (-12.70, -0.90, -3.46)
H (-12.93, -3.19, 1.20)
H (-19.86, -6.15, -1.95)
C (-14.14, -2.50, 2.84)
H (-13.28, -2.01, 3.30)
C (-18.89, 1.13, 0.07)
C (-19.62, -3.68, 0.86)
H (-13.01, -2.90, -1.18)
H (-15.84, -4.13, -3.35)
O (-17.55, -2.65, -6.03)
H (-14.77, -2.91, 3.63)
Cl (-17.80, -1.23, -0.72)
O (-21.77, -4.39, -3.69)
N (-15.09, -9.08, 0.18)
O (-14.18, -8.81, 0.94)
Cl (-13.11, -3.62, -3.41)
H (-14.52, -3.34, -6.63)
Cl (-20.63, -2.40, 1.64)
H (-16.58, -7.60, 0.03)
O (-17.33, -6.06, -2.92)
O (-14.63, -1.03, -1.85)
C (-13.90, -7.35, -5.02)
H (-10.69, -4.73, -2.06)
C (-15.74, -7.96, -0.55)
C (-15.26, -2.61, -6.31)
Cl (-20.21, -5.69, 2.61)
H (-13.15, -4.38, 2.47)
C (-12.85, 0.00, -2.88)
Cl (-11.62, -8.77, -5.17)
H (-17.77, 0.89, -1.77)
H (-19.80, -5.73, 0.31)
Cl (-14.78, -5.86, -5.50)
O (-16.69, -4.08, -7.39)
H (-12.68, 0.90, -3.46)
C (-17.78, 0.56, -0.74)
C (-20.38, -6.09, -2.90)
Cl (-15.08, -1.26, 1.99)
O (-19.93, -3.85, -2.70)
H (-13.64, -7.22, -3.97)
O (-17.56, -5.26, -0.93)
H (-12.12, -0.04, -2.06)
H (-17.17, -3.19, -2.65)
H (-18.91, 0.74, 1.09)
H (-15.04, -7.13, -0.60)
H (-15.87, -3.68, -1.58)
H (-15.16, -1.70, -6.89)
N (-20.74, -4.66, -3.10)
H (-15.15, -2.47, -5.24)
H (-16.80, 0.83, -0.34)
C (-11.08, -3.83, -1.60)
C (-16.43, -3.97, -2.46)
C (-20.31, -5.01, 0.95)
O (-14.88, 1.01, -2.47)
C (-12.57, -3.73, -1.72)
O (-15.55, -10.18, -0.01)
H (-21.37, -4.93, 0.70)
H (-12.10, -6.62, -5.97)
H (-18.90, 2.22, 0.10)
H (-19.75, -6.37, -3.74)
Cl (-14.93, -4.38, 0.97)
N (-14.22, 0.00, -2.34)
H (-18.66, -3.66, 1.36)
H (-19.52, -3.33, -0.16)
C (-13.64, -3.58, 1.92)
H (-13.01, -4.64, -1.32)
H (-21.27, -6.71, -2.96)

Atom charges from the Löwdin analysis, given in e for atoms 1 to 4: 0.08 0.07 0.56 -0.66